C34H28AlN7O2 | the ωB97M-V functional and the def2-TZVPD basis

Last column: Mulliken charge in e.
Positions of all 72 atoms, in Å:
Al (0.19453, -0.11031, 0.19269)  -0.3466
O (1.90055, -0.73334, 0.56263)  -0.5611
C (3.00206, -0.09140, 0.25964)  0.3825
C (4.08784, -0.10782, 1.15696)  -0.4378
C (5.25419, 0.56894, 0.87567)  -0.5529
C (5.41617, 1.27171, -0.32519)  -0.7194
C (4.38332, 1.26711, -1.23469)  -0.7128
C (3.17454, 0.61804, -0.95963)  0.7827
C (2.14417, 0.54563, -1.97000)  -0.4786
N (0.95153, 0.22444, -1.64670)  1.2493
N (0.06925, -0.13911, -2.66754)  -1.3210
C (-0.80699, -0.93655, -2.13631)  0.2854
O (-0.80322, -1.27778, -0.87067)  -0.1965
C (-1.88678, -1.48899, -2.99056)  0.3644
C (-2.14287, -0.94061, -4.24473)  -0.5322
C (-3.17021, -1.44518, -5.02480)  -0.7232
C (-3.94573, -2.50147, -4.56163)  -0.3711
C (-3.69056, -3.05171, -3.31352)  -0.7689
C (-2.66534, -2.54380, -2.52762)  0.1719
H (3.96407, -0.65794, 2.08142)  0.4401
H (6.06374, 0.55005, 1.59580)  0.4013
H (6.34163, 1.78745, -0.54203)  0.4186
H (4.49159, 1.77900, -2.18521)  0.4429
H (2.39119, 0.67477, -3.02330)  0.4846
H (-1.53071, -0.11845, -4.58942)  0.4423
H (-3.37043, -1.01275, -5.99675)  0.3913
H (-4.74877, -2.89295, -5.17307)  0.3896
H (-4.29174, -3.87564, -2.95101)  0.4120
H (-2.46330, -2.95447, -1.54755)  0.3293
C (0.47848, 1.65221, 7.11521)  -1.5643
C (0.52627, 1.59548, 5.61017)  0.1789
C (0.66600, 2.74226, 4.83046)  -1.1670
C (0.65233, 2.68080, 3.45399)  -0.8188
C (0.53833, 1.47164, 2.73864)  1.5367
N (0.48685, 1.44941, 1.36515)  0.4893
C (0.97402, 2.55636, 0.66358)  -0.1101
C (2.21318, 3.15317, 0.91623)  0.4136
C (2.70592, 4.17125, 0.12393)  -1.1574
C (1.99774, 4.63646, -0.98467)  0.6853
C (2.55365, 5.70686, -1.88682)  -1.6629
C (0.76493, 4.05913, -1.24417)  -0.6601
C (0.25310, 3.06631, -0.42046)  -0.5339
N (-1.04980, 2.55311, -0.70508)  0.1845
C (-2.11132, 3.21281, -1.21489)  -0.0657
C (-3.15175, 2.31965, -1.30262)  -1.4196
C (-2.62909, 1.11719, -0.80908)  -0.2285
N (-1.36553, 1.27190, -0.44557)  0.2296
C (0.39413, 0.32590, 3.54088)  0.3226
C (0.36910, 0.40273, 4.93011)  -0.4228
N (0.22325, -0.98284, 2.97510)  -0.0263
C (0.49223, -2.15584, 3.56322)  -0.1364
C (0.00893, -3.16550, 2.75895)  -1.2786
C (-0.53812, -2.50717, 1.66459)  -0.0041
N (-0.41289, -1.18359, 1.79673)  -0.0850
H (0.96721, 2.55320, 7.48613)  0.3832
H (0.98024, 0.79349, 7.56319)  0.3684
H (-0.54964, 1.66122, 7.48438)  0.2919
H (0.75838, 3.70872, 5.31378)  0.3582
H (0.73001, 3.59806, 2.88537)  0.4017
H (2.80852, 2.77131, 1.73778)  0.6094
H (3.68339, 4.58499, 0.34384)  0.2966
H (3.52965, 6.04165, -1.53710)  0.3746
H (1.89646, 6.57760, -1.92438)  0.3429
H (2.67253, 5.34319, -2.90909)  0.3400
H (0.19614, 4.37134, -2.11318)  0.5791
H (-2.05153, 4.25940, -1.45682)  0.5069
H (-4.14564, 2.51112, -1.66550)  0.4494
H (-3.09675, 0.15139, -0.70821)  0.5618
H (0.19665, -0.50057, 5.50256)  0.5066
H (1.00815, -2.19995, 4.50547)  0.4634
H (0.07134, -4.22462, 2.93226)  0.4346
H (-0.97375, -2.90270, 0.76404)  0.3662

Forces on atoms 1 to 3 (eV/Å):
0.230 0.368 0.152
-0.052 -0.188 0.037
-0.056 0.036 -0.026

Output
F_max in eV Å⁻¹: 0.460
LUMO level in eV: 0.4
E_HOMO in eV: -6.862
Kohn-Sham gap in eV: 7.266